No. 1
This record from the OMol25 dataset describes a cluster of 3 separate species, C4H16N2O2 in total at a distorted geometry. The level of theory is ωB97M-V/def2-TZVPD.

Calculated values
Energy above the lowest of the compared OMol25 structures with the same formula, charge and spin ... 93.86 kJ/mol
Frontier orbital gap ... 0.33067 Ha
DFT total energy ... -11481.9986 eV
Highest occupied orbital energy ... -0.3193 Ha
Strongest force on any atom ... 2.003 eV Å⁻¹

Geometry as XYZ:
```
24
Properties=species:S:1:pos:R:3:forces:R:3
N -3.086421 -1.473620 0.215854 -0.871 0.235 -0.462
C -1.639910 -1.478419 0.194482 0.346 -1.254 1.007
C -0.951220 -0.719121 1.355432 -1.818 0.815 -0.114
C -0.702549 0.759919 1.044296 0.834 0.162 -0.641
C 0.727499 0.975918 0.495948 -0.418 -0.758 1.806
N 1.622722 1.165810 1.677884 -0.107 0.469 -0.922
H -3.567942 -0.841251 -0.406139 0.306 0.101 0.106
H -3.571596 -1.506927 1.102581 0.469 0.022 0.014
H -1.326013 -1.193229 -0.807386 0.234 0.143 0.029
H -1.352677 -2.531164 0.348119 0.142 0.156 -0.411
H -1.743225 -0.709979 2.118307 0.299 -0.246 0.181
H -0.117216 -1.256398 1.802073 0.308 0.107 -0.285
H -0.794391 1.356827 1.950270 -0.123 0.186 -0.128
H -1.419708 1.102002 0.287323 -0.180 -0.074 0.287
H 0.964700 0.048422 -0.005608 0.354 -0.250 -0.541
H 0.868964 1.788348 -0.203142 -0.206 0.246 0.089
H 1.971955 0.294360 2.054544 -0.087 -0.108 -0.139
H 2.417315 1.674910 1.324922 0.447 0.029 0.295
O 1.742452 1.527800 -2.519346 -0.282 -0.061 -0.158
H 2.177464 2.340230 -2.765570 0.414 0.402 0.017
H 0.948842 1.548947 -3.063479 -0.115 -0.208 -0.002
O 2.241300 -1.331962 -2.059957 -1.663 -0.498 0.865
H 2.985377 -0.880203 -2.417075 0.617 0.871 -0.331
H 1.604284 -0.661228 -1.724343 1.099 -0.488 -0.561
```
Positions in Å, forces in eV/Å.

***

No. 2
This record from the OMol25 dataset describes a cluster of 3 separate species, C4H16N2O2 in total at a distorted geometry. The level of theory is ωB97M-V/def2-TZVPD.

Calculated values
Multiplicity ... 2
Charge ... +1
Energy above the lowest of the compared OMol25 structures with the same formula, charge and spin ... 342.51 kJ/mol
Frontier orbital gap (alpha / beta) ... 0.38702 / 0.19234 Ha
DFT total energy ... -11471.5100 eV
Highest occupied orbital energy (alpha / beta) ... -0.4876 / -0.4876 Ha
Strongest force on any atom ... 5.311 eV Å⁻¹

Geometry as XYZ:
```
24
Properties=species:S:1:pos:R:3:forces:R:3
N 0.967053 1.024851 0.085533 -2.036 1.075 -4.786
C -1.501449 -0.455841 0.027281 2.231 0.743 -3.006
C -1.361488 0.826943 -0.952078 1.643 -3.800 0.592
C 0.185747 1.113540 -1.168397 0.303 -1.650 -0.346
C 0.289161 2.595608 -1.881604 -0.369 0.591 0.632
N 1.060392 2.666694 -3.123124 -1.123 -1.237 1.144
H 1.217727 0.120100 0.301171 1.161 -2.083 0.799
H 0.845894 1.675805 0.814041 -0.284 0.875 0.818
H -1.237622 -0.042773 0.966032 -1.070 0.000 1.062
H -2.377659 -1.045075 -0.209824 -0.492 0.415 0.816
H -0.660559 -1.149733 -0.111075 -0.078 -0.105 -0.596
H -1.861815 1.509218 -0.397129 -1.257 2.956 1.245
H -1.817230 0.684575 -1.907353 -0.180 0.013 -0.688
H 0.413927 0.260856 -1.989258 0.374 1.784 2.349
H -0.793128 2.989548 -1.808468 1.495 -0.779 -1.561
H 0.674786 3.173480 -1.069762 1.102 0.780 0.063
H 0.847986 1.861568 -3.694948 -0.495 0.207 -0.571
H 2.073150 2.808192 -3.247959 -0.638 0.353 1.232
H -1.895223 -0.394872 3.358466 -1.826 0.376 -1.636
H -2.080803 -1.599328 2.629961 -1.366 1.107 -0.917
O -2.473593 -0.670903 2.554458 2.908 -1.639 3.354
H 2.263838 -5.315066 3.948305 2.052 -1.111 -1.731
H 3.464196 -5.945936 2.807601 -0.187 0.225 1.519
O 2.605917 -5.568206 3.035807 -1.869 0.902 0.214
```
Positions in Å, forces in eV/Å.